(1)
Here is an isolated ion of composition C4H7N2 and charge +1 in a non-equilibrium geometry from the OMol25 dataset. Energies are from wB97M-V/def2-TZVPD.

The geometry in XYZ format:
```
13
Properties=species:S:1:pos:R:3:forces:R:3
C 0.200042 1.243828 -0.160879 1.694 1.909 0.270
C 2.130266 -0.109666 0.158104 2.484 3.061 0.307
C -1.715303 0.010360 0.107123 -0.472 0.550 3.238
C -0.875150 -1.115763 -0.116710 2.747 1.301 -1.000
N -1.027851 1.202915 -0.216085 -1.170 2.554 -0.773
N 0.917250 0.110010 0.054487 -3.102 -4.436 -0.162
H 0.861091 2.120090 -0.270229 -0.918 0.148 -0.107
H 2.551150 -1.079518 0.047715 0.269 -0.754 0.430
H 2.799178 0.836833 0.313359 -0.759 -1.885 -0.508
H -2.552837 -0.102461 -0.568567 -0.828 0.167 0.319
H -1.924988 0.162965 1.267598 -0.450 -0.631 -2.510
H -0.732097 -1.924530 0.488761 0.347 -1.793 2.131
H -0.630754 -1.355064 -1.104672 0.158 -0.190 -1.636
```
Positions in Å, forces in eV/Å.

Summary:
HOMO-LUMO gap, eV: 9.47
HOMO, eV: -15.2
Total charge: +1

Here are the Mulliken charges for atoms 1 to 6, given in e: number 1, C, carries 0.05; number 2, C, carries -0.09; number 3, C, carries -0.22; number 4, C, carries -0.29; number 5, N, carries -0.39; number 6, N, carries -0.15


(2)
Here is an isolated ion of composition C4H7N2 and charge +1 in a non-equilibrium geometry from the OMol25 dataset. Energies are from wB97M-V/def2-TZVPD.

The geometry in XYZ format:
```
13
Properties=species:S:1:pos:R:3:forces:R:3
C -3.272390 0.687679 -0.443566 4.588 -2.976 1.203
N -2.320456 0.070947 -0.174040 -1.975 2.594 -0.886
N -1.486895 -0.735542 0.370354 1.511 -1.468 1.217
C -0.184330 -0.842086 0.332337 -1.258 -1.116 -2.471
C 0.881358 -0.178574 -0.476898 -2.429 2.314 -1.223
C 1.922361 0.224167 0.497180 0.840 2.190 0.385
H -4.101380 1.228883 -0.683398 -1.980 1.291 -0.653
H 0.178996 -1.783514 0.773035 -0.470 0.624 0.659
H 0.441216 0.811444 -0.992484 0.939 -2.157 1.037
H 1.281134 -0.780428 -1.306535 -0.446 -0.385 0.460
H 1.537762 1.108629 1.023899 0.158 -0.544 0.548
H 2.414237 -0.475083 1.149775 -0.410 -0.636 0.269
H 2.708381 0.663473 -0.069658 0.931 0.269 -0.544
```
Positions in Å, forces in eV/Å.

Summary:
HOMO-LUMO gap, eV: 9.80
HOMO, eV: -15.5
SMILES string: C#[N+]/N=C\CC
Total charge: +1

Here are the Mulliken charges for atoms 1 to 6, given in e: number 1, C, carries -0.15; number 2, N, carries 0.32; number 3, N, carries -0.44; number 4, C, carries 0.05; number 5, C, carries -0.20; number 6, C, carries -1.20


(3)
Here is an isolated ion of composition C4H7N2 and charge +1 in a non-equilibrium geometry from the OMol25 dataset. Energies are from wB97M-V/def2-TZVPD.

The geometry in XYZ format:
```
13
Properties=species:S:1:pos:R:3:forces:R:3
C -1.598586 0.249655 -0.381702 -1.785 -2.520 1.991
N -0.217287 0.138875 0.041542 -0.303 -3.657 0.356
C 0.680230 1.153737 0.334113 3.612 -0.878 -1.777
C 1.728074 0.577904 -0.299193 -2.428 0.452 1.760
N 0.904649 -0.543423 -0.692490 -0.683 -0.110 -2.663
C 0.439242 -1.327557 0.361611 -2.129 -0.285 -1.744
H -2.083167 -0.698152 -0.714130 1.292 0.558 -0.950
H -2.241167 0.233380 0.527923 0.751 1.082 -0.020
H -1.768059 1.096648 -0.962962 -0.219 1.155 -1.165
H 0.614909 1.960439 0.928041 -0.939 2.722 1.875
H 2.765926 0.721254 -0.373222 1.022 -0.128 -0.241
H -0.264973 -2.198480 0.011701 1.381 1.811 1.051
H 1.040204 -1.364282 1.218768 0.428 -0.202 1.527
```
Positions in Å, forces in eV/Å.

Summary:
HOMO-LUMO gap, eV: 10.66
HOMO, eV: -15.0
SMILES string: C[N@+]12C=CN1C2
Total charge: +1

Here are the Mulliken charges for atoms 1 to 6, given in e: number 1, C, carries -0.81; number 2, N, carries 0.25; number 3, C, carries -0.34; number 4, C, carries -0.26; number 5, N, carries -0.29; number 6, C, carries -0.01


(4)
Here is an isolated ion of composition C4H7N2 and charge +1 in a non-equilibrium geometry from the OMol25 dataset. Energies are from wB97M-V/def2-TZVPD.

The geometry in XYZ format:
```
13
Properties=species:S:1:pos:R:3:forces:R:3
C 1.519961 -0.238135 0.386412 1.318 -1.581 -0.344
C 0.266386 -0.086272 -0.121346 -0.034 -0.564 0.109
C -1.087818 -0.158793 -0.007951 -1.057 0.549 -0.691
C 2.646633 0.332362 -0.206014 1.538 -0.029 2.751
N -2.000102 -1.134998 0.142444 -1.809 0.496 -1.471
N -1.640570 1.042524 -0.279124 2.099 1.301 -1.127
H 1.704886 -1.086923 1.149707 -0.278 1.602 -0.904
H 2.818062 1.252827 -0.731320 -1.192 0.152 -1.042
H 3.653163 0.133251 0.256767 -1.140 -0.563 -0.379
H -1.661620 -2.034415 0.209943 0.937 -2.302 0.596
H -2.879891 -1.161463 -0.476632 1.920 0.731 1.317
H -0.955433 1.748601 -0.564069 -0.663 -0.195 0.014
H -2.383652 1.391440 0.241178 -1.639 0.404 1.171
```
Positions in Å, forces in eV/Å.

Summary:
HOMO-LUMO gap (spin up / spin down), eV: 7.11 / 7.48
HOMO (spin up / spin down), eV: -13.4 / -13.9
Total charge: +1

Here are the Mulliken charges for atoms 1 to 6, given in e: number 1, C, carries -0.17; number 2, C, carries -0.04; number 3, C, carries 0.65; number 4, C, carries -0.45; number 5, N, carries -0.45; number 6, N, carries -0.43


(5)
Here is C4H7N2 as an isolated structure in a non-equilibrium geometry from the OMol25 dataset. Energies are from wB97M-V/def2-TZVPD.

The geometry in XYZ format:
```
13
Properties=species:S:1:pos:R:3:forces:R:3
C -0.918240 0.813446 0.137887 2.988 -0.710 2.290
C -0.850071 -0.377073 -0.667057 0.013 -0.163 0.459
C -1.612209 -0.707786 -1.806111 -1.050 0.259 -1.764
C 0.513966 1.338851 2.083626 -0.811 0.967 0.384
N 0.044587 0.522616 0.970748 -1.675 0.147 -1.405
N 0.015845 -1.058427 -0.064932 1.531 0.276 1.464
H -1.462648 1.693461 0.135393 -1.296 1.657 -0.120
H -1.695607 0.245736 -2.351558 -0.384 -0.605 -0.286
H -2.566416 -1.074905 -1.487435 -1.064 0.362 0.372
H -1.307551 -1.521635 -2.421809 1.014 -0.379 -0.472
H 1.042839 0.772713 2.863883 -1.080 -0.024 -0.015
H -0.278425 2.141232 2.336332 0.490 -1.993 0.335
H 1.241545 2.060130 1.806723 1.324 0.207 -1.241
```
Positions in Å, forces in eV/Å.

Summary:
HOMO-LUMO gap (spin up / spin down), eV: 9.71 / 9.71
HOMO (spin up / spin down), eV: -16.0 / -16.0
Total charge: +1

Here are the Mulliken charges for atoms 1 to 6, given in e: number 1, C, carries -0.28; number 2, C, carries 0.83; number 3, C, carries -1.15; number 4, C, carries -0.66; number 5, N, carries 0.05; number 6, N, carries -0.22


(6)
Here is an isolated ion of composition C4H7N2 and charge +1 in a non-equilibrium geometry from the OMol25 dataset. Energies are from wB97M-V/def2-TZVPD.

The geometry in XYZ format:
```
13
Properties=species:S:1:pos:R:3:forces:R:3
C -0.218967 -0.356739 -2.070021 2.295 -1.332 -3.526
N 0.248591 -0.513154 -0.733355 -0.665 0.688 2.775
C -0.405393 -0.027767 0.277267 -1.956 -0.867 -1.153
C 0.097343 -0.088173 1.652080 -1.251 1.996 1.550
C 0.284624 1.306580 2.136656 -0.621 -0.450 -0.424
N 0.470447 2.403429 2.399418 0.056 0.345 0.160
H 0.376309 -1.231057 -2.637021 -1.644 2.126 0.742
H -1.307965 -0.476122 -2.281209 0.923 0.270 0.719
H 0.232535 0.630955 -2.409498 -0.942 -1.227 -0.055
H 1.196805 -0.935678 -0.595123 -1.080 0.581 -0.034
H -1.514226 0.357687 0.107162 2.624 -0.584 0.116
H -0.511244 -0.630652 2.391542 -0.310 0.093 -0.588
H 1.051141 -0.439309 1.762101 2.570 -1.639 -0.282
```
Positions in Å, forces in eV/Å.

Summary:
HOMO-LUMO gap, eV: 10.58
HOMO, eV: -16.3
SMILES string: C/[NH+]=C/CC#N
Total charge: +1

Here are the Mulliken charges for atoms 1 to 6, given in e: number 1, C, carries -0.77; number 2, N, carries -0.08; number 3, C, carries 0.18; number 4, C, carries -0.38; number 5, C, carries 0.07; number 6, N, carries -0.25


(7)
Here is an isolated ion of composition C4H7N2 and charge +1 in a non-equilibrium geometry from the OMol25 dataset. Energies are from wB97M-V/def2-TZVPD.

The geometry in XYZ format:
```
13
Properties=species:S:1:pos:R:3:forces:R:3
C -1.078483 0.791243 -0.498677 2.036 -1.344 0.668
C 1.057740 -0.805644 0.446947 -0.819 1.256 -0.495
C 1.331679 0.777621 -0.149075 -4.605 -4.607 0.833
C -0.459401 -1.317813 0.431897 2.863 2.225 0.912
N 0.199441 1.313408 -0.492826 -1.226 1.450 -1.324
N -1.291162 -0.498041 -0.064530 -3.003 1.662 0.212
H -1.855321 1.325017 -0.906614 -1.388 1.044 -0.752
H 1.459168 -1.603391 -0.134875 1.542 0.015 -0.498
H 1.463824 -0.789634 1.449130 0.020 -0.420 0.192
H 2.194557 1.292235 -0.328677 2.326 0.926 0.015
H -0.852986 -2.071783 1.073801 0.208 -0.880 -0.014
H 0.146575 2.284279 -0.923251 0.650 -1.433 0.850
H -2.315632 -0.697497 0.096751 1.397 0.105 -0.598
```
Positions in Å, forces in eV/Å.

Summary:
HOMO-LUMO gap (spin up / spin down), eV: 7.31 / 7.31
HOMO (spin up / spin down), eV: -12.1 / -12.1
Total charge: +1

Here are the Mulliken charges for atoms 1 to 6, given in e: number 1, C, carries -0.50; number 2, C, carries -0.67; number 3, C, carries -0.18; number 4, C, carries -0.18; number 5, N, carries -0.07; number 6, N, carries -0.04


(8)
Here is an isolated ion of composition C4H7N2O and charge -1 in a non-equilibrium geometry from the OMol25 dataset. Energies are from wB97M-V/def2-TZVPD.

The geometry in XYZ format:
```
14
Properties=species:S:1:pos:R:3:forces:R:3
C 0.009411 -0.266962 1.583139 1.079 0.004 1.025
C 0.595623 0.633243 0.716426 0.777 -0.378 2.169
C -0.523809 -1.445216 0.880860 0.201 0.130 -1.040
C 0.452489 1.290146 -1.607298 0.106 1.928 0.664
N 0.645971 0.394675 -0.597597 1.117 -2.025 4.010
N -0.613958 -1.084240 -0.562024 -0.974 -1.207 -2.072
O -1.777082 -0.700154 -0.918979 0.521 0.274 0.603
H 0.317566 -0.454623 2.662012 -0.380 0.985 -1.273
H 1.211720 1.386405 1.271132 -0.425 0.278 -0.892
H 0.177387 -2.295498 0.866629 0.093 0.100 0.202
H -1.485792 -1.837985 1.188947 -0.429 0.149 0.159
H 0.925239 2.351105 -1.439487 -0.499 -1.797 -0.746
H 0.660208 0.672024 -2.431858 0.973 0.405 -2.158
H -0.594973 1.357079 -1.611901 -2.161 1.155 -0.650
```
Positions in Å, forces in eV/Å.

Summary:
HOMO-LUMO gap (spin up / spin down), eV: 6.59 / 6.59
HOMO (spin up / spin down), eV: -2.1 / -2.1
Total charge: -1

Here are the Mulliken charges for atoms 1 to 6, given in e: number 1, C, carries -0.91; number 2, C, carries 0.25; number 3, C, carries -0.21; number 4, C, carries -0.81; number 5, N, carries -0.44; number 6, N, carries -0.22


(9)
Here is an isolated ion of composition C4H7N2O and charge +1 in a non-equilibrium geometry from the OMol25 dataset. Energies are from wB97M-V/def2-TZVPD.

The geometry in XYZ format:
```
14
Properties=species:S:1:pos:R:3:forces:R:3
O -1.574512 -0.867539 1.633148 0.933 -0.502 -1.037
C -0.926781 -1.522163 0.868027 0.792 -0.511 -0.978
C -0.011392 -0.794746 -0.396701 -1.997 0.255 2.427
C -0.826170 0.487719 -0.698484 1.221 0.015 4.536
N 0.199046 1.532005 -0.491802 0.042 3.014 1.485
C 1.214508 1.013406 0.157060 1.476 -0.287 -1.280
N 1.263235 -0.295718 0.102375 -1.633 1.140 0.437
H -0.876115 -2.649741 0.883942 -0.017 0.890 0.153
H 0.199749 -1.371415 -1.227752 -0.113 -1.766 -1.486
H -1.293418 0.675744 -1.565598 -1.494 -0.134 -3.360
H -1.567251 0.497227 0.162266 0.616 0.710 -1.127
H 0.042146 2.611778 -0.441353 0.105 -2.886 -0.272
H 2.142925 1.459423 0.483798 -0.416 0.966 0.238
H 2.014032 -0.775979 0.531073 0.485 -0.904 0.263
```
Positions in Å, forces in eV/Å.

Summary:
HOMO-LUMO gap, eV: 10.51
HOMO, eV: -14.4
SMILES string: O=C[C@H]1CNC=[NH+]1
Total charge: +1

Here are the Mulliken charges for atoms 1 to 6, given in e: number 1, O, carries -0.39; number 2, C, carries 0.04; number 3, C, carries -0.04; number 4, C, carries -0.60; number 5, N, carries -0.17; number 6, C, carries -0.09


(10)
Here is an isolated ion of composition C4H7N2O and charge +1 in a non-equilibrium geometry from the OMol25 dataset. Energies are from wB97M-V/def2-TZVPD.

The geometry in XYZ format:
```
14
Properties=species:S:1:pos:R:3:forces:R:3
O 0.688665 -2.057453 1.573869 -0.067 -1.122 0.525
C 1.393775 -1.329450 0.966327 0.564 1.736 -0.994
C 0.822794 0.078180 0.567153 1.347 1.813 1.906
C 0.351204 0.202763 -0.902001 -0.584 -1.419 1.972
N -1.091648 0.095546 -0.730512 -3.805 0.160 -1.872
C -1.482165 0.199238 0.526225 0.076 -1.803 0.827
N -0.438651 0.272126 1.354869 -0.255 0.375 -1.719
H 2.471124 -1.493342 0.660885 -0.845 -0.265 0.262
H 1.616841 0.884987 0.898658 -1.572 -1.481 -0.841
H 0.686517 1.017792 -1.464089 0.289 1.417 -0.582
H 0.641662 -0.704010 -1.329980 0.718 -1.217 -1.426
H -1.849183 -0.120196 -1.524046 2.602 0.851 2.305
H -2.543086 -0.041554 0.885300 1.657 0.896 -0.668
H -0.491769 0.005158 2.320095 -0.124 0.061 0.306
```
Positions in Å, forces in eV/Å.

Summary:
HOMO-LUMO gap, eV: 10.54
HOMO, eV: -14.4
SMILES string: O=C[C@H]1CNC=[NH+]1
Total charge: +1

Here are the Mulliken charges for atoms 1 to 6, given in e: number 1, O, carries -0.40; number 2, C, carries -0.10; number 3, C, carries 0.14; number 4, C, carries -0.58; number 5, N, carries -0.20; number 6, C, carries -0.04


Electronic energy for the records above, in order: -7230.8543 -7230.6866 -7229.5118 -7230.7762 -7229.6444 -7232.8047 -7231.7191 -9284.6069 -9281.0780 -9281.4908 eV